{
  "formula": "C18H36MgO10S4",
  "method": "ωB97M-V with the def2-TZVPD basis set",
  "elements": ["Mg", "O", "C", "C", "O", "H", "H", "H", "H", "C", "C", "C", "S", "O", "O", "C", "H", "H", "H", "H", "H", "H", "H", "H", "C", "C", "C", "S", "O", "O", "C", "H", "H", "H", "H", "H", "H", "H", "H", "C", "C", "C", "S", "O", "O", "C", "H", "H", "H", "H", "H", "H", "H", "H", "C", "C", "C", "S", "O", "O", "C", "H", "H", "H", "H", "H", "H", "H", "H"],
  "positions_angstrom": [[0.181, 0.063, 0.239], [0.839, 0.316, -1.654], [2.112, 0.859, -1.551], [2.640, 1.309, -0.118], [1.851, 0.939, 0.996], [2.126, 1.678, -2.270], [2.774, 0.121, -2.004], [2.797, 2.387, -0.100], [3.678, 1.016, 0.041], [3.955, -3.199, -0.217], [3.319, -3.715, -1.542], [1.970, -3.092, -1.649], [1.285, -3.135, 0.099], [0.277, -4.211, 0.178], [0.851, -1.742, 0.417], [2.950, -3.517, 0.887], [4.337, -2.181, -0.135], [4.859, -3.750, 0.045], [3.337, -4.805, -1.546], [4.047, -3.489, -2.321], [1.197, -3.524, -2.286], [2.322, -2.104, -1.945], [2.931, -4.595, 1.046], [2.855, -3.078, 1.880], [-2.191, 4.059, -2.497], [-0.715, 4.223, -2.266], [-0.436, 4.131, -0.724], [-1.649, 2.983, -0.022], [-2.632, 3.678, 0.767], [-0.987, 1.758, 0.533], [-2.454, 2.661, -1.675], [-2.380, 3.942, -3.564], [-2.794, 4.901, -2.157], [-0.464, 5.266, -2.460], [-0.077, 3.532, -2.818], [-0.512, 5.085, -0.203], [0.580, 3.740, -0.678], [-3.474, 2.278, -1.646], [-1.799, 1.889, -2.078], [-3.192, -2.530, -3.328], [-2.954, -3.604, -2.221], [-3.379, -3.009, -0.874], [-2.741, -1.272, -0.945], [-1.533, -0.948, -0.185], [-3.879, -0.372, -0.682], [-2.328, -1.341, -2.727], [-4.193, -2.100, -3.354], [-2.933, -2.809, -4.349], [-1.935, -3.989, -2.190], [-3.538, -4.436, -2.613], [-2.829, -3.469, -0.053], [-4.444, -2.979, -0.643], [-1.311, -1.651, -2.965], [-2.430, -0.437, -3.327], [0.104, 2.615, 4.874], [1.588, 1.957, 5.050], [1.376, 0.456, 4.493], [-0.376, 0.356, 3.760], [-1.224, -0.216, 4.762], [-0.406, -0.200, 2.408], [-0.636, 2.124, 3.696], [0.062, 3.700, 4.966], [-0.518, 2.302, 5.713], [2.030, 1.917, 6.046], [2.364, 2.465, 4.478], [1.674, -0.343, 5.172], [1.987, 0.271, 3.609], [-1.715, 2.242, 3.592], [-0.196, 2.624, 2.833]],
  "forces_ev_per_a": [[-1.067, 0.247, 0.023], [0.117, 0.461, 1.827], [-1.047, -0.195, -0.164], [-1.274, -1.062, -0.015], [1.335, 0.659, -2.047], [0.577, 0.714, 0.128], [0.917, -0.161, 0.275], [-0.406, 0.650, 0.078], [0.317, -0.501, 0.222], [0.278, -0.436, 1.222], [1.852, -1.090, 0.690], [0.136, 0.529, 0.655], [-0.660, 0.509, -1.587], [1.694, 1.736, 0.240], [1.542, -3.085, 0.346], [-1.976, -0.457, -0.181], [-0.650, 0.381, -0.703], [-0.020, -0.390, -0.284], [-0.285, -0.146, 0.388], [-0.517, 0.454, -0.413], [0.313, 0.028, -0.035], [-1.486, 0.623, 0.197], [-0.199, -0.093, -0.094], [0.697, 0.540, -0.241], [-0.276, -2.652, 0.718], [0.060, 1.832, 1.534], [0.621, -0.623, -0.786], [-0.826, -1.156, -1.594], [0.774, -0.146, 0.506], [-0.909, 2.124, -0.796], [0.759, 1.322, -0.444], [-0.223, -0.293, 0.093], [0.063, -0.212, 0.354], [0.451, -0.137, -0.653], [-0.232, 0.035, 0.012], [-0.170, -0.138, -0.033], [-0.103, -0.119, 0.774], [0.103, 0.227, 0.574], [0.014, -0.035, -0.373], [0.977, 1.830, 2.029], [-1.444, -0.206, -1.552], [1.442, 0.002, 0.204], [-1.637, 1.785, -0.706], [-1.037, -1.057, -0.573], [1.532, -1.272, -0.680], [0.056, -1.029, -1.926], [-0.429, -0.772, 0.131], [0.368, -0.026, 0.271], [0.166, 0.457, -0.035], [-0.314, -0.392, 0.993], [-0.142, -0.093, 0.095], [0.128, 0.246, -0.260], [0.405, 0.151, 1.031], [-0.464, 0.450, 0.800], [0.631, 0.278, 2.929], [-1.842, -1.280, -1.408], [0.190, 1.159, -1.070], [1.705, 0.205, 0.229], [-0.355, -0.071, -0.117], [0.318, -0.009, 0.545], [0.634, -0.143, -1.550], [0.459, 0.026, -0.329], [0.388, -0.148, 0.554], [-0.858, 0.109, 0.252], [-0.369, 0.037, -0.468], [-0.889, 0.073, 0.274], [0.085, 0.296, -0.146], [-0.018, 0.239, 0.622], [0.023, -0.789, -0.552]],
  "spin_multiplicity": 2,
  "gap_ev": [9.8, 5.5],
  "e_homo_ha": [-0.433, -0.404],
  "charge": 1
}

=====

{
  "formula": "C24H49N4O6Y",
  "method": "ωB97M-V with the def2-TZVPD basis set",
  "elements": ["Y", "C", "C", "C", "C", "C", "C", "N", "C", "C", "N", "C", "C", "O", "O", "C", "C", "C", "C", "C", "C", "N", "C", "C", "N", "C", "C", "O", "O", "H", "H", "H", "H", "H", "H", "H", "H", "H", "H", "H", "H", "H", "H", "H", "H", "H", "H", "H", "H", "H", "H", "H", "H", "H", "H", "H", "H", "H", "H", "H", "H", "H", "H", "H", "H", "H", "H", "H", "C", "O", "C", "C", "O", "C", "H", "H", "H", "H", "H", "H", "H", "H", "H", "H"],
  "positions_angstrom": [[-0.926, 0.445, -1.050], [1.637, 3.370, -0.350], [2.314, 2.004, -0.371], [2.769, 1.507, 1.037], [2.083, 1.754, 2.409], [1.779, 3.207, 2.775], [3.021, 1.182, 3.475], [0.760, 1.028, 2.528], [0.775, -0.458, 2.417], [-0.623, -1.080, 2.395], [-1.293, -1.283, 1.057], [-2.609, -0.599, 1.166], [-2.440, 0.926, 1.076], [-3.366, 1.668, 1.266], [-1.223, 1.324, 0.718], [-1.452, -2.761, 0.775], [-2.694, -3.049, -0.072], [-0.306, -3.480, 0.011], [1.206, -3.468, 0.310], [1.825, -4.522, -0.630], [1.536, -3.889, 1.742], [1.822, -2.138, 0.071], [1.523, -1.529, -1.209], [2.317, -0.239, -1.443], [1.520, 1.012, -1.195], [1.303, 1.610, -2.560], [0.529, 0.645, -3.497], [0.875, 0.480, -4.632], [-0.508, 0.088, -2.907], [2.151, 4.030, 0.343], [1.690, 3.859, -1.319], [0.591, 3.283, -0.054], [3.254, 2.130, -0.923], [3.754, 1.957, 1.173], [2.956, 0.433, 0.983], [2.638, 3.840, 2.559], [1.588, 3.289, 3.847], [0.914, 3.604, 2.247], [3.914, 1.802, 3.537], [3.342, 0.164, 3.253], [2.548, 1.198, 4.460], [0.086, 1.386, 1.829], [0.368, 1.283, 3.437], [1.320, -0.839, 3.279], [1.303, -0.764, 1.516], [-1.280, -0.479, 3.029], [-0.549, -2.048, 2.885], [-3.140, -0.829, 2.093], [-3.275, -0.869, 0.348], [-1.609, -3.262, 1.736], [-2.682, -2.455, -0.989], [-3.630, -2.882, 0.459], [-2.687, -4.095, -0.371], [-0.429, -3.245, -1.051], [-0.575, -4.533, 0.108], [1.536, -5.524, -0.316], [2.915, -4.466, -0.591], [1.511, -4.394, -1.667], [1.052, -4.838, 1.973], [1.224, -3.156, 2.483], [2.612, -4.038, 1.848], [2.828, -2.273, 0.137], [0.451, -1.278, -1.202], [1.675, -2.209, -2.052], [2.665, -0.231, -2.476], [3.210, -0.250, -0.823], [2.259, 1.846, -3.032], [0.710, 2.522, -2.504], [-3.785, -0.691, -2.905], [-3.280, 0.301, -1.989], [-3.771, 1.621, -2.319], [-2.618, 2.469, -2.818], [-1.681, 2.716, -1.752], [-2.110, 3.807, -0.907], [-3.621, -0.381, -3.936], [-4.849, -0.845, -2.725], [-3.246, -1.618, -2.739], [-4.211, 2.051, -1.418], [-4.540, 1.553, -3.087], [-2.974, 3.411, -3.236], [-2.073, 1.927, -3.592], [-2.403, 4.650, -1.532], [-1.266, 4.099, -0.292], [-2.933, 3.513, -0.258]],
  "forces_ev_per_a": [[-1.311, -1.094, 0.772], [0.082, -0.107, -0.101], [-0.026, 0.124, 0.131], [-0.223, -0.117, -0.180], [0.261, 0.109, -0.043], [-0.025, -0.016, -0.059], [0.000, -0.045, -0.014], [-0.189, -0.025, -0.006], [-0.168, -0.297, -0.072], [0.188, 0.224, -0.194], [-0.136, -0.043, 0.020], [0.175, 0.251, -0.103], [-0.375, 0.207, 0.905], [-0.043, -0.106, -0.034], [-0.495, 1.962, 3.189], [-0.008, -0.230, -0.031], [-0.003, -0.071, 0.152], [0.062, 0.232, 0.158], [0.025, -0.107, 0.027], [-0.030, 0.081, 0.045], [-0.073, 0.040, -0.122], [0.004, 0.005, 0.166], [0.066, 0.097, 0.088], [-0.136, -0.159, -0.014], [0.077, 0.102, -0.172], [-0.074, -0.182, -0.336], [0.896, 0.266, -0.537], [-0.103, 0.020, 0.125], [0.994, -0.556, -3.698], [-0.006, 0.005, 0.061], [-0.067, -0.015, 0.004], [-0.007, 0.054, 0.076], [0.026, -0.055, 0.039], [0.014, -0.014, 0.029], [0.091, 0.016, 0.004], [0.009, -0.002, -0.007], [-0.023, -0.029, -0.008], [0.012, 0.032, -0.038], [-0.010, 0.014, -0.007], [0.002, 0.016, -0.006], [0.000, -0.012, -0.004], [-0.038, 0.035, -0.004], [0.008, 0.019, 0.003], [-0.021, 0.015, -0.010], [0.111, 0.060, -0.003], [-0.046, -0.058, 0.008], [-0.009, -0.022, 0.001], [-0.067, -0.019, -0.019], [0.037, 0.011, 0.016], [0.096, 0.022, 0.035], [-0.040, -0.026, -0.032], [0.010, 0.040, -0.043], [0.026, -0.002, -0.014], [-0.041, -0.054, -0.037], [-0.054, -0.013, -0.134], [-0.011, -0.014, -0.046], [-0.002, -0.021, 0.013], [0.010, -0.007, 0.001], [0.017, -0.003, 0.031], [-0.015, 0.039, 0.015], [-0.001, 0.018, 0.035], [-0.002, 0.056, 0.002], [0.419, -0.663, -0.194], [-0.164, 0.040, -0.100], [0.059, 0.053, 0.019], [0.017, 0.038, 0.039], [0.015, 0.045, 0.025], [-0.001, -0.002, 0.119], [0.085, -0.109, -0.091], [0.249, 0.155, 0.149], [0.131, 0.283, 0.073], [-0.209, -0.180, -0.153], [-0.083, -0.346, -0.031], [0.041, 0.134, 0.111], [0.048, 0.040, 0.014], [0.004, 0.014, 0.021], [0.014, -0.007, 0.007], [-0.048, -0.063, -0.003], [-0.043, -0.062, 0.018], [0.011, 0.045, 0.073], [-0.010, 0.056, -0.049], [0.047, -0.023, -0.049], [0.000, -0.035, 0.000], [-0.002, -0.059, -0.022]],
  "gap_ev": 10.1,
  "e_homo_ha": -0.547,
  "charge": 2
}

=====

Per-record max |F|, hartree/bohr: 0.0674 0.0753